[1]
Computed, not measured: C48H35N3O2SSiTeTl as an isolated structure, with ωB97M-V/def2-TZVPD.

```
92
C48H35N3O2SSiTeTl | the Open Molecules 2025 dataset | ωB97M-V/def2-TZVPD
Tl 0.2668 0.6932 -0.8298
Te 0.6527 3.3883 -1.7503
S -1.0760 2.4252 -4.4648
Si -0.4300 -0.9975 1.1193
O 5.2811 1.4454 4.8906
O 6.7210 0.7643 3.2599
N 2.3769 1.3730 0.8783
N 0.0240 2.6348 1.5456
N 2.6492 0.5110 -1.7078
C 1.1734 -3.0656 2.3132
C -1.8995 4.7608 -5.0246
C -1.8361 -0.2272 2.1108
C -1.1621 -2.4758 0.2041
C -2.9461 0.3141 4.2050
C 3.3293 1.9545 2.9864
C -1.8689 -0.6141 -2.8505
C -3.9937 0.9003 2.1239
C -0.4601 -0.6134 -2.5928
C 0.9350 2.4988 2.4996
C -1.5460 3.4790 3.1278
C -2.1693 -4.7506 -1.1157
C 2.2697 1.9366 2.0880
C -1.1127 4.8809 -3.8347
C 2.1523 -3.5725 3.1620
C 2.8062 0.3481 -3.0206
C 0.2928 -1.5761 -3.2066
C -4.0084 0.8829 3.5155
C -0.8317 -4.3980 -1.2519
C -1.8732 -0.2395 3.5084
C -0.6049 3.6870 -3.4028
C 4.9326 -0.0339 -1.3837
C 4.5107 1.3120 2.6804
C -2.7443 0.3400 -2.2595
C -4.0945 0.3113 -2.4633
C -2.4509 -1.5913 -3.7025
C 4.6231 0.7599 1.4196
C -0.2698 -2.5309 -4.0928
C 2.8429 -2.7299 4.0235
C -3.0059 -3.9737 -0.3266
C 0.8488 -1.7026 2.3147
C 4.0063 -0.0328 -3.5877
C -4.6629 -0.6812 -3.2972
C 3.5504 0.8357 0.5415
C -1.6098 -2.5450 -4.3316
C -0.6126 3.3095 4.1375
C -3.8571 -1.5997 -3.9055
C 5.0788 -0.2563 -2.7398
C -0.3424 -3.2690 -0.6081
C 3.7004 0.3868 -0.8887
C -2.5040 -2.8518 0.3297
C -2.9150 0.3591 1.4365
C -1.1748 3.1203 1.8422
C 5.6334 1.1653 3.7221
C -1.9735 3.4793 -5.4777
C 0.6413 2.8137 3.8290
C 2.5242 -1.3781 4.0635
C 1.5278 -0.8876 3.2284
H -2.3166 1.1308 -1.6518
H -4.8195 1.3398 1.5754
H -2.5080 3.0952 -6.3357
H -2.3905 5.5952 -5.5096
H -4.7304 1.0576 -1.9994
H 3.6294 -3.1203 4.6581
H 1.3625 2.6507 4.6156
H 1.2691 0.1586 3.3010
H 4.0885 -0.1567 -4.6597
H -1.0554 -0.6876 4.0646
H -0.1751 -4.9923 -1.8773
H -3.1718 -2.2652 0.9511
H -2.9500 0.2986 5.2893
H -1.8656 3.2190 1.0084
H -4.0516 -4.2378 -0.2210
H 2.3849 -4.6306 3.1376
H -5.7349 -0.7020 -3.4593
H -4.2826 -2.3568 -4.5575
H -2.0524 -3.2874 -4.9870
H 3.0685 -0.7014 4.7151
H 1.9233 0.5277 -3.6237
H 3.2615 2.4121 3.9605
H 6.0364 -0.5763 -3.1336
H -0.8624 3.5441 5.1651
H 1.3549 -1.6583 -3.0051
H -0.9481 5.8136 -3.3090
H 0.3730 -3.2727 -4.5579
H 0.7036 -2.9984 -0.7404
H -2.5396 3.8588 3.3294
H 5.7771 -0.1532 -0.7221
H -2.9192 0.3821 0.3499
H 5.5666 0.2954 1.1713
H -4.8464 1.3077 4.0576
H -2.5581 -5.6234 -1.6300
H 0.6641 -3.7434 1.6410
```

net charge: -1
relative energy (zero: lowest compared OMol25 entry of this formula, charge and spin): 151.8 kJ/mol
electronic energy: -89611.96647 eV

Atom charges from the Löwdin analysis, given in e for atoms 1 to 2:
1 Tl 0.533
2 Te 0.841



[2]
Computed, not measured: a 2-piece molecular cluster, C6H16N overall, with ωB97M-V/def2-TZVPD.

```
23
C6H16N | the Open Molecules 2025 dataset | ωB97M-V/def2-TZVPD
N -0.7230 -1.0740 0.1655
C -2.8152 0.0998 0.1729
C 2.0358 0.8457 0.1325
C -1.7762 -0.2830 0.8833
C -1.4482 -0.0987 2.3216
C 1.5999 -0.3532 -2.0661
C 1.3423 0.9070 -1.2331
H 1.4763 -1.2652 -1.4696
H 0.1564 -0.5341 0.1319
H -1.3461 -1.0566 2.8348
H 0.9451 -0.4271 -2.9327
H -2.2373 0.4621 2.8141
H -0.9879 -1.2732 -0.8007
H -3.5933 0.6942 0.6277
H -0.5207 0.4646 2.4451
H 2.6321 -0.3616 -2.4083
H -2.9267 -0.1799 -0.8683
H -0.5363 -1.9598 0.6405
H 3.1184 0.8414 0.0177
H 1.7484 1.7661 -1.7643
H 1.7760 1.7089 0.7457
H 0.2760 1.1304 -1.1098
H 1.8044 -0.0535 0.7196
```

net charge: +1
relative energy (zero: lowest compared OMol25 entry of this formula, charge and spin): 86.9 kJ/mol
electronic energy: -7964.53125 eV

Atom charges from the Löwdin analysis, given in e for atoms 1 to 2:
1 N 0.225
2 C 0.121



[3]
Computed, not measured: one molecule with the formula C3H7NS at a distorted geometry, with ωB97M-V/def2-TZVPD.

```
12
C3H7NS | the Open Molecules 2025 dataset | ωB97M-V/def2-TZVPD
S 1.9132 0.0177 0.0595
N -0.7946 -0.0221 -0.1216
C 0.3642 -0.5536 -0.1167
C -1.1178 1.4289 -0.0125
C -1.8936 -0.9178 0.1762
H -2.4710 -0.9374 -0.8958
H 0.3890 -1.6890 -0.5167
H -2.4450 -0.8201 1.0083
H -0.5942 1.7368 -0.9074
H -2.2399 1.8896 -0.0967
H -0.5555 1.7751 0.9446
H -1.2491 -1.8294 0.0816
```

relative energy (zero: lowest compared OMol25 entry of this formula, charge and spin): 229.6 kJ/mol
electronic energy: -15547.26577 eV

Atom charges from the Löwdin analysis, given in e for atoms 1 to 2:
1 S 0.542
2 N -0.320